Entry 1:
# C18H39As2N6O2Pd

A structure of composition C18H39As2N6O2Pd (wB97M-V/def2-TZVPD, OMol25).

```
68
Properties=species:S:1:pos:R:3
Pd 0.77 0.30 0.72
As 1.34 2.70 0.83
As 3.08 0.15 -0.18
O -0.16 -0.43 -1.28
O -0.82 -1.32 0.63
N 1.06 -3.78 4.60
N -4.79 -0.15 -5.56
N -4.40 -1.66 -3.86
N -3.06 0.37 -0.22
N -6.46 -0.61 -4.05
N 0.97 -0.33 2.98
C 0.92 3.66 -0.80
C 0.95 -2.28 4.53
C -5.22 -0.82 -4.49
C 0.64 3.84 2.23
C -2.53 -0.76 -0.99
C 3.11 0.28 -2.11
C -4.71 -2.11 -1.38
C -1.08 -0.89 -0.54
C 3.92 3.91 1.46
C 5.31 3.95 1.49
C 6.05 2.88 1.02
C -4.82 -2.61 -2.82
C 5.41 1.76 0.52
C 3.27 2.78 0.96
C -3.29 -2.08 -0.80
C 1.18 -1.78 3.10
C 4.02 1.70 0.49
C 4.21 -1.36 0.23
H -2.51 -0.46 -2.04
H 1.00 2.98 -1.65
H -2.70 -2.90 -1.22
H -7.12 -0.09 -4.59
H 1.65 0.20 3.51
H 4.14 0.34 -2.47
H 3.35 4.76 1.82
H -3.78 0.87 -0.72
H -3.47 -1.75 -4.23
H 3.67 -2.28 0.00
H -5.85 -2.92 -3.04
H 5.81 4.83 1.88
H -0.10 4.02 -0.74
H -3.34 -2.27 0.27
H 1.68 -1.88 5.23
H 6.00 0.93 0.15
H -3.44 0.05 0.67
H 1.60 4.50 -0.93
H -0.44 3.76 2.23
H -0.05 -2.02 4.87
H 0.91 -4.12 5.55
H 2.21 -2.00 2.78
H -6.80 -1.07 -3.22
H 0.50 -2.27 2.40
H 4.48 -1.34 1.29
H -4.21 -3.51 -2.96
H -5.39 0.50 -6.04
H 2.61 -0.59 -2.52
H 7.13 2.92 1.04
H -3.94 -0.41 -6.03
H 2.57 1.18 -2.41
H 0.05 -0.09 3.32
H 0.92 4.88 2.06
H -5.32 -2.79 -0.78
H 1.98 -4.11 4.30
H 0.36 -4.23 4.00
H 1.04 3.53 3.20
H 5.12 -1.33 -0.36
H -5.18 -1.13 -1.29
```

Properties
**Gap between HOMO and LUMO (alpha / beta)**: 7.5912 / 7.5992 eV
**Energy relative to the best compared isomer or geometry (same formula, charge and spin)**: 1.9 kcal per mole
**Charge**: +3
**Molecular weight**: 627.81 u
**Spin multiplicity**: 3
**HOMO level (alpha / beta)**: -14.82 / -16.01 eV

Atomic charges from the natural (NBO) analysis, expressed in e, are listed below: 0.7580, 1.0161, 1.0610, -0.6965, -0.7832, -0.6661, -0.7571, -0.5620, -0.8287, -0.7597, -0.8217, -0.9314, -0.2360, 0.6774, -0.9365, -0.1478, -0.9298, -0.4208, 0.7772, -0.1453, -0.1814, -0.1666, -0.2302, -0.1932, -0.3746, -0.4167, -0.2600, -0.3750, -0.9444, 0.2044, 0.2458, 0.2132, 0.4346, 0.3977, 0.2539, 0.2192, 0.3743, 0.4197, 0.2505, 0.2182, 0.2465, 0.2547, 0.2253, 0.2381, 0.2255, 0.3673, 0.2564, 0.2567, 0.2356, 0.4624, 0.2127, 0.4288, 0.2463, 0.2387, 0.2340, 0.4310, 0.2602, 0.2465, 0.4267, 0.2482, 0.3971, 0.2569, 0.2415, 0.4490, 0.4496, 0.2451, 0.2589, 0.2038

Entry 2:
# C18H39GaIN2O2

A structure of composition C18H39GaIN2O2 (wB97M-V/def2-TZVPD, OMol25).

```
63
Properties=species:S:1:pos:R:3
I 0.27 2.91 -0.82
Ga -1.30 1.33 -2.26
O -1.88 -2.49 -3.00
O 1.18 3.20 6.05
N 2.24 3.34 5.35
N -2.33 -3.20 -3.97
C 2.74 4.97 7.10
C -0.81 -5.12 -4.09
C -3.05 -5.33 -2.96
C -4.45 -4.29 -4.78
C 2.10 2.89 3.92
C -1.25 -3.83 -4.79
C -3.53 -4.02 -3.58
C 1.50 4.03 3.11
C -1.69 -4.10 -6.23
C 2.26 5.34 3.27
C 2.38 5.74 4.74
C -0.09 -2.84 -4.85
C 3.43 2.43 3.32
C 2.96 4.63 5.63
C 1.16 1.69 3.90
C -1.98 -6.05 -3.78
C -4.32 -3.21 -2.56
C 4.47 4.50 5.41
H 3.22 1.86 2.42
H 1.74 6.13 2.72
H -5.40 -4.66 -4.41
H 3.26 5.27 2.82
H 1.48 3.73 2.06
H -2.41 -6.46 -4.70
H -2.34 -4.97 -6.33
H -0.81 -4.29 -6.84
H -0.47 0.95 -3.58
H 1.70 5.17 7.31
H 0.46 4.18 3.42
H -3.92 -5.98 -2.82
H 1.38 6.00 5.12
H -2.59 2.21 -2.63
H -1.61 -6.91 -3.21
H 0.17 1.95 4.25
H -0.41 -1.89 -5.27
H 4.85 3.61 5.90
H -0.07 -5.62 -4.73
H 4.09 3.24 3.04
H -1.63 0.05 -1.39
H -3.76 -3.05 -1.65
H -0.31 -4.86 -3.16
H 0.69 -3.26 -5.49
H 3.32 5.87 7.33
H -2.65 -5.12 -1.96
H -2.21 -3.23 -6.64
H 0.33 -2.64 -3.87
H 3.07 4.16 7.74
H 3.00 6.63 4.86
H 1.08 1.33 2.88
H 4.97 5.37 5.86
H 4.76 4.47 4.37
H 3.97 1.77 4.02
H -5.24 -3.76 -2.33
H -4.06 -5.02 -5.47
H -4.63 -3.36 -5.33
H 1.55 0.88 4.53
H -4.59 -2.24 -2.96
```

Properties
**Gap between HOMO and LUMO (alpha / beta)**: 7.1149 / 7.1137 eV
**Charge**: -1
**Molecular weight**: 512.15 u
**Spin multiplicity**: 3
**HOMO level (alpha / beta)**: -4.66 / -4.66 eV

Atomic charges from the natural (NBO) analysis, expressed in e, are listed below: -0.5819, 0.5089, -0.3582, -0.4133, 0.0272, 0.0057, -0.6018, -0.4161, -0.4148, -0.6196, 0.1019, 0.0993, 0.0986, -0.4285, -0.6204, -0.3992, -0.4124, -0.6065, -0.6224, 0.0972, -0.6068, -0.3989, -0.6046, -0.6187, 0.2324, 0.2201, 0.2088, 0.1914, 0.2524, 0.1890, 0.1984, 0.2110, -0.3151, 0.2298, 0.2121, 0.2055, 0.2089, -0.3112, 0.2099, 0.2300, 0.2337, 0.2155, 0.2064, 0.2007, -0.2950, 0.2399, 0.2165, 0.1921, 0.1965, 0.2143, 0.2224, 0.2434, 0.2152, 0.2041, 0.2281, 0.2071, 0.2118, 0.2089, 0.1925, 0.2014, 0.2217, 0.2061, 0.2288

> Number 1 is which compound?

C18H39As2N6O2Pd

> spin multiplicity of number 2 (C18H39GaIN2O2)?

3

> The highest charge belongs to which entry?

C18H39As2N6O2Pd